DFT (the ωB97M-V functional and the def2-TZVPD basis) results for a cluster of 11 separate species, H22O11 in total at a distorted geometry.

Summary:
* gap between HOMO and LUMO: 9.75 eV
* structure (SMILES): O.O.O.O.O.O.O.O.O.O.O
* ΔE to the lowest compared entry with this formula, charge and spin: 75.0 kcal/mol
* E_LUMO: -0.816 eV
* total energy: -22878.2613 eV

The geometry in ORCA input format:
```
! RIJCOSX wB97M-V def2-TZVPD def2/J DEFGRID3
* xyz 0 1
O -0.24155 0.55915 -0.24075
H 0.50813 0.06913 0.11542
H -0.88479 -0.12395 -0.46125
O 2.23952 0.39006 0.60149
H 2.14005 1.34869 0.59089
H 2.89281 0.22970 1.29177
O 1.50575 -2.45843 -1.32650
H 2.37556 -2.74447 -1.62750
H 1.54113 -2.56765 -0.36952
O -4.64206 1.14989 -0.37908
H -3.88123 1.29149 0.19544
H -4.62243 1.90044 -0.98347
O -3.33455 -1.40070 0.10122
H -3.48194 -1.16118 -0.82067
H -2.57949 -0.86303 0.36538
O -0.69803 3.76839 -2.80377
H -0.62343 3.11567 -2.09852
H -0.92144 3.24711 -3.58309
O 4.62907 -1.04912 -0.93959
H 5.10678 -0.49310 -0.31379
H 3.73782 -1.09907 -0.57604
O 2.53150 1.79480 -1.56700
H 2.18745 1.01373 -1.11917
H 2.84381 2.35785 -0.84976
O -3.92338 -3.51190 -0.95397
H -4.23744 -3.08624 -0.14826
H -3.58067 -4.36079 -0.65244
O -1.15524 3.01619 3.83045
H -1.78052 2.28439 3.78076
H -0.44141 2.75539 3.23765
O 1.88308 -1.82880 2.66855
H 2.62799 -2.37168 2.95030
H 2.27912 -1.17197 2.08484
*
```

DFT (the ωB97M-V functional and the def2-TZVPD basis) results for a cluster of 11 separate species, H22O11 in total at a distorted geometry.

Summary:
* gap between HOMO and LUMO: 9.80 eV
* structure (SMILES): O.O.O.O.O.O.O.O.O.O.O
* ΔE to the lowest compared entry with this formula, charge and spin: 121.1 kcal/mol
* E_LUMO: -0.271 eV
* total energy: -22876.2625 eV

The geometry in ORCA input format:
```
! RIJCOSX wB97M-V def2-TZVPD def2/J DEFGRID3
* xyz 0 1
O -0.80900 34.56700 -1.78200
H -0.38500 35.37300 -2.33800
H -0.78600 34.90600 -0.93200
O 0.39100 34.63200 3.08400
H 0.76400 34.54100 2.24100
H 0.60300 35.50000 3.33500
O 2.75900 33.30500 -1.94600
H 3.25900 32.88500 -2.55400
H 1.93200 32.92600 -1.98200
O 0.54300 32.27300 -2.20900
H -0.07300 32.95900 -1.97900
H 0.38600 32.31400 -3.07700
O 1.05100 33.48200 0.59000
H 1.84900 33.00300 0.36300
H 0.40900 32.76800 0.46000
O 1.18000 30.75300 -0.13500
H 1.28100 29.82900 -0.47200
H 0.72900 31.14400 -0.87100
O 3.61700 32.30400 0.19100
H 2.97000 31.77400 0.24100
H 3.43400 32.71100 -0.72300
O -2.09700 31.89000 -0.78700
H -1.23600 31.56800 -1.12200
H -2.57400 32.55800 -1.45300
O -1.00500 35.51800 0.28900
H -1.59800 36.19300 0.90100
H -0.13900 35.83900 0.17000
O 1.25700 30.37200 2.28400
H 1.14600 30.34300 1.35700
H 1.86100 31.03300 2.64300
O -1.44900 33.03500 1.53600
H -1.21400 33.86500 1.15000
H -0.81100 32.82100 2.13700
*
```

DFT (the ωB97M-V functional and the def2-TZVPD basis) results for a structure of composition H24HeO12 at a distorted geometry.

Summary:
* gap between HOMO and LUMO: 10.24 eV
* ΔE to the lowest compared entry with this formula, charge and spin: 18.9 kcal/mol
* E_LUMO: -0.113 eV
* total energy: -25039.3434 eV

The geometry in ORCA input format:
```
! RIJCOSX wB97M-V def2-TZVPD def2/J DEFGRID3
* xyz 0 1
He -0.18737 -0.02636 0.55121
O 0.59009 -2.62475 -1.95135
H -0.01455 -3.08821 -2.53088
H 1.19467 -2.17742 -2.54348
O 3.48439 -1.52261 1.43603
H 2.81402 -2.20005 1.34713
H 3.62214 -1.44370 2.37998
O -3.17519 -2.62264 -1.40968
H -2.47804 -2.18576 -1.89892
H -2.75261 -3.38936 -1.02265
O -1.57165 -0.69937 -2.62668
H -0.65255 -0.96600 -2.60677
H -1.72361 -0.42927 -3.53232
O 1.32060 -2.95272 0.87033
H 0.86702 -2.79979 0.04141
H 1.08178 -3.84729 1.11310
O 3.28575 -1.26169 -1.79184
H 3.12951 -1.19651 -0.84973
H 3.38209 -0.35478 -2.08244
O 0.73480 3.09004 0.82715
H 1.13666 2.49733 1.46232
H 0.65002 3.92104 1.29457
O -1.60653 1.68420 1.47519
H -0.73988 2.06356 1.62093
H -1.70135 1.66110 0.52297
O -3.03856 0.92314 3.72808
H -2.36492 0.93154 3.04810
H -3.83477 1.20968 3.28065
O -2.25001 1.66066 -1.38076
H -1.44744 1.98734 -1.78746
H -2.20419 0.71066 -1.48859
O -0.04646 3.28399 -1.80336
H 0.24435 3.17746 -0.89765
H -0.46176 4.14620 -1.82224
O 1.78286 1.19225 2.79119
H 1.08388 1.41030 3.40771
H 1.84691 0.23793 2.82872
*
```

DFT (the ωB97M-V functional and the def2-TZVPD basis) results for a cluster of 11 separate species, H24NO10 in total at a distorted geometry.

Summary:
* gap between HOMO and LUMO: 10.12 eV
* ΔE to the lowest compared entry with this formula, charge and spin: 32.8 kcal/mol
* E_LUMO: -3.397 eV
* total energy: -22349.3725 eV

The geometry in ORCA input format:
```
! RIJCOSX wB97M-V def2-TZVPD def2/J DEFGRID3
* xyz 1 1
N -0.40114 -0.18680 0.09207
H 0.53689 -0.09050 -0.27967
H -0.54398 -0.79776 0.89326
H -0.96632 -0.50588 -0.68840
H -0.73514 0.68951 0.47901
O 0.04711 -2.37601 1.70434
H -0.28544 -3.11754 2.21364
H 0.75885 -2.74635 1.17423
O -0.13772 2.60129 0.83056
H -0.47470 3.01724 1.62617
H 0.75523 2.94225 0.74151
O -2.21405 1.38181 2.72604
H -1.93862 2.29192 2.84621
H -2.73879 1.39005 1.92236
O -1.50977 0.77763 -3.24867
H -0.70258 0.29425 -3.04815
H -1.22626 1.68518 -3.37873
O 0.82273 -0.38024 -2.46338
H 1.63547 0.06075 -2.72065
H 0.80988 -1.18477 -2.98763
O 1.27495 -0.16443 3.96765
H 0.61800 -0.15892 3.26959
H 0.95811 -0.82121 4.59046
O 2.56789 0.12879 0.12414
H 3.40576 -0.08866 -0.29041
H 2.38330 1.02426 -0.16673
O -1.09483 3.45483 -1.68171
H -0.77302 3.01249 -0.89046
H -0.51367 4.20983 -1.79270
O 1.96340 -3.07298 -0.37790
H 2.43761 -2.31546 -0.72546
H 2.03169 -3.73934 -1.06470
O -2.13182 -2.04053 -1.05292
H -2.05640 -2.51526 -1.88311
H -2.56262 -2.65942 -0.45983
*
```

DFT (the ωB97M-V functional and the def2-TZVPD basis) results for a cluster of 11 separate species, H24NO10 in total at a distorted geometry.

Summary:
* gap between HOMO and LUMO: 9.94 eV
* ΔE to the lowest compared entry with this formula, charge and spin: 47.9 kcal/mol
* E_LUMO: -3.693 eV
* total energy: -22348.7206 eV

The geometry in ORCA input format:
```
! RIJCOSX wB97M-V def2-TZVPD def2/J DEFGRID3
* xyz 1 1
N 0.91011 0.66420 0.42786
H 0.90211 0.33820 -0.52514
H 1.78011 0.45620 0.83286
H 0.17711 0.11420 0.92986
H 0.70711 1.68420 0.42686
O 0.08011 2.66320 -1.91814
H 0.40311 2.90220 -2.79314
H -0.54689 1.98420 -2.27814
O -0.82389 -2.74980 0.29486
H -0.85189 -3.72380 0.18186
H -0.03389 -2.45280 -0.15514
O 2.02511 -1.78480 1.85086
H 2.24111 -2.36180 1.13386
H 2.31111 -2.39280 2.55686
O 1.39411 -2.25880 -1.27214
H 0.98711 -3.07480 -1.61314
H 1.91511 -2.03080 -2.03014
O -2.46889 0.84420 -0.02714
H -1.92489 0.46220 -0.74514
H -2.17889 0.45520 0.80386
O -1.20289 -1.02280 -1.80914
H -1.05889 -1.77080 -1.23114
H -0.34489 -0.87880 -2.30714
O -0.17989 -0.70280 3.72186
H 0.15111 -1.36380 3.11786
H -0.29989 0.09820 3.20786
O -0.62889 1.63720 2.86186
H -0.80989 2.52020 2.54886
H -1.14189 1.59420 3.68186
O -1.56389 3.37520 0.37886
H -2.04889 2.51020 0.24886
H -1.11389 3.51920 -0.42014
O 1.05211 0.22920 -2.95714
H 1.53611 -0.34180 -3.60114
H 0.65011 0.85920 -3.52414
*
```

DFT (the ωB97M-V functional and the def2-TZVPD basis) results for a cluster of 12 separate species, H24O12 in total.

Summary:
* gap between HOMO and LUMO: 11.40 eV
* structure (SMILES): O.O.O.O.O.O.O.O.O.O.O.O
* ΔE to the lowest compared entry with this formula, charge and spin: 66.4 kcal/mol
* E_LUMO: 0.221 eV
* total energy: -24958.8149 eV

The geometry in ORCA input format:
```
! RIJCOSX wB97M-V def2-TZVPD def2/J DEFGRID3
* xyz 0 1
O -1.24218 -1.49533 -4.51377
H -1.42347 -1.68957 -3.59419
H -1.66380 -0.64996 -4.66813
O -0.63031 3.48576 -4.40728
H -0.78997 4.02974 -3.63603
H -1.38012 3.65299 -4.97829
O -0.28017 -0.28732 0.59736
H 0.40375 0.36947 0.46657
H 0.02521 -0.80700 1.34094
O -5.28899 0.30039 -3.18338
H -4.91884 0.19497 -2.30697
H -5.89656 1.03539 -3.10047
O 3.33113 0.83559 -4.25122
H 2.48666 1.27712 -4.34146
H 3.12226 -0.09657 -4.31187
O 0.40359 5.95443 -0.59027
H 1.27619 5.57027 -0.50522
H 0.28636 6.46365 0.21173
O 4.40132 3.33434 -0.12135
H 4.45430 3.08548 -1.04412
H 5.14491 3.92220 0.01174
O -0.28533 -3.09919 5.18241
H 0.25207 -3.68501 4.64926
H -0.66210 -3.66556 5.85583
O 3.29673 -4.99397 2.13059
H 3.64268 -4.28175 1.59272
H 4.04372 -5.28390 2.65421
O 5.43260 -1.17986 0.46007
H 6.25216 -1.43088 0.03398
H 5.46175 -0.22364 0.49193
O -5.41326 -0.73085 1.66584
H -5.51903 0.21706 1.74645
H -5.60972 -1.06939 2.53936
O -4.58458 -2.86167 5.88857
H -3.75889 -2.75406 5.41645
H -4.36998 -3.44331 6.61787
*
```

DFT (the ωB97M-V functional and the def2-TZVPD basis) results for a cluster of 12 separate species, H24O12 in total.

Summary:
* gap between HOMO and LUMO: 9.76 eV
* structure (SMILES): O.O.O.O.O.O.O.O.O.O.O.O
* ΔE to the lowest compared entry with this formula, charge and spin: 36.4 kcal/mol
* E_LUMO: -0.767 eV
* total energy: -24960.1177 eV

The geometry in ORCA input format:
```
! RIJCOSX wB97M-V def2-TZVPD def2/J DEFGRID3
* xyz 0 1
O -2.18962 -0.10767 -2.43921
H -2.48849 0.38703 -3.20992
H -2.96983 -0.16328 -1.86883
O -0.44986 2.24930 -1.55345
H -1.05174 2.26933 -2.30299
H 0.35137 2.69305 -1.85540
O 3.29165 -1.67854 2.92904
H 2.94425 -0.83699 2.61211
H 2.88720 -2.34245 2.36027
O -3.61614 1.53226 -0.01470
H -2.73084 1.41656 0.36498
H -3.46566 1.97743 -0.85306
O 2.91239 -1.76594 -1.74597
H 2.04210 -2.10080 -1.49823
H 2.69763 -1.03860 -2.33757
O 0.59344 -0.84241 -3.21946
H 0.23572 -0.11504 -2.69483
H 0.21387 -0.72768 -4.09584
O 0.21973 -0.72203 -0.24720
H 0.80414 -0.41130 0.45918
H -0.52891 -0.11580 -0.24805
O -0.29366 -3.62535 -0.79864
H -0.91821 -3.76329 -1.51606
H -0.23474 -2.66470 -0.70780
O 0.58329 1.16709 3.79608
H 0.48161 0.28642 4.17299
H 1.17403 1.04328 3.04593
O -0.88796 1.91652 1.20621
H -0.64235 2.59564 1.84443
H -0.48181 2.16836 0.36268
O 2.39127 0.44922 1.17170
H 2.18911 1.29996 0.76685
H 3.27400 0.22350 0.84428
O -2.06958 -0.57799 2.27471
H -1.44817 0.16007 2.22498
H -2.81925 -0.23518 2.77076
*
```

> Among the records above, which one has the highest total energy?

number 5

> What is the ΔE to the lowest compared entry with this formula, charge and spin in the second record?

121.1 kcal/mol

> Among the records above, which one has the highest total energy?

number 5